Below is a cluster of 2 separate species, C3H7NO2 in total at a distorted geometry, with properties calculated with wB97M-V/def2-TZVPD.

Atoms and positions in Å:
C: -0.718 0.616 -1.610
N: -1.590 -0.344 -1.962
H: -1.049 1.365 -0.843
H: 0.121 0.840 -2.261
H: -1.302 -0.956 -2.722
H: -2.035 -0.751 -1.176
O: 0.758 0.036 -0.372
C: 0.518 -0.184 0.878
O: -0.172 -1.082 1.435
C: 1.283 0.784 1.779
H: 1.200 0.329 2.801
H: 2.257 0.909 1.361
H: 0.751 1.749 1.789

Cartesian forces, eV/Å:
-1.317 -0.319 0.077
2.856 1.534 0.156
0.462 -0.968 -0.872
-0.499 0.281 -0.182
-0.231 -0.062 0.288
-1.368 -0.467 0.324
-1.470 -1.245 2.223
1.773 1.382 -3.002
0.154 0.567 -0.507
-1.882 -0.980 2.394
0.813 0.888 -0.656
0.691 -0.211 -0.100
0.019 -0.402 -0.146

The value obtained for the strongest force on any atom is 0.0729 hartree/bohr. The net charge is +1. The energy is -323.37502 Ha. Its HOMO energy (spin up / spin down) is -15.70 / -15.62 eV. As for the energy above the lowest of the compared OMol25 structures with the same formula, charge and spin: 35.3 kcal per mole. As for the spin multiplicity: 2. The expectation value of S² is 0.756.